# 1
Density functional theory data (wB97M-V/def2-TZVPD) for a 2-piece molecular cluster, C4H13N2O overall at a distorted geometry.

```
! RIJCOSX wB97M-V def2-TZVPD def2/J DEFGRID3
* xyz 1 1
N -0.47 -0.41 0.82
C -0.43 -0.69 -0.66
C -0.79 -2.16 -0.92
N -0.84 -2.35 -2.35
H -1.41 -0.64 1.15
H 0.21 -0.91 1.38
H -0.36 0.61 0.93
H -1.16 -0.04 -1.14
H 0.57 -0.50 -1.03
H -0.05 -2.77 -0.39
H -1.77 -2.38 -0.49
H 0.08 -2.17 -2.75
H -1.06 -3.32 -2.56
C 1.63 2.10 0.40
C 0.95 2.85 1.25
O -0.04 2.37 2.08
H 2.28 2.54 -0.34
H 1.58 1.02 0.46
H 1.11 3.92 1.30
H -0.05 2.93 2.86
*
```

Atom charges from the natural (NBO) analysis, given in e for atoms 1 to 6: -0.682 -0.226 -0.232 -0.812 0.439 0.441

=====

# 2
Density functional theory data (wB97M-V/def2-TZVPD) for a 2-piece molecular cluster, C4H13N2O overall at a distorted geometry.

```
! RIJCOSX wB97M-V def2-TZVPD def2/J DEFGRID3
* xyz 1 1
C 0.41 -0.06 2.14
C -0.13 1.08 1.27
C -1.52 0.61 0.59
N -0.14 0.83 -2.05
C -0.61 -0.35 -1.46
N -1.21 -0.53 -0.28
H -0.03 0.10 3.12
H 0.00 -1.04 1.74
H 1.53 -0.15 2.18
H 0.67 1.60 0.61
H -0.21 2.00 1.82
H -1.78 1.37 -0.09
H -2.24 0.46 1.47
H 0.40 0.55 -2.94
H -0.14 1.74 -1.58
H -0.17 -1.06 -2.30
H -1.19 -1.51 0.03
H 1.72 -2.58 -1.61
H 2.81 -1.42 -1.29
O 1.82 -1.61 -1.37
*
```

Atom charges from the natural (NBO) analysis, given in e for atoms 1 to 6: -0.617 -0.432 -0.237 -0.759 0.400 -0.529

=====

# 3
Density functional theory data (wB97M-V/def2-TZVPD) for a 2-piece molecular cluster, C4H13N2O overall at a distorted geometry.

```
! RIJCOSX wB97M-V def2-TZVPD def2/J DEFGRID3
* xyz 1 1
C 0.27 2.04 -0.62
N -1.08 2.55 -0.72
C 0.26 0.70 -1.36
N 1.52 0.02 -1.11
H 0.71 1.89 0.39
H 0.95 2.79 -1.11
H -1.68 2.00 -0.11
H -1.10 3.50 -0.35
H 0.12 0.83 -2.43
H -0.54 0.05 -0.90
H 1.83 -0.64 -1.85
H 2.26 0.69 -1.04
H 1.46 -0.61 -0.26
O 0.91 -1.95 0.77
C 0.10 -1.92 1.67
C -1.29 -2.51 1.61
H 0.33 -1.39 2.64
H -1.56 -2.95 0.60
H -2.03 -1.76 1.86
H -1.43 -3.34 2.32
*
```

Atom charges from the natural (NBO) analysis, given in e for atoms 1 to 6: -0.238 -0.807 -0.236 -0.692 0.167 0.211

=====

# 4
Density functional theory data (wB97M-V/def2-TZVPD) for a 2-piece molecular cluster, C4H13N2O overall at a distorted geometry.

```
! RIJCOSX wB97M-V def2-TZVPD def2/J DEFGRID3
* xyz 1 1
C 0.42 0.21 -1.99
C -0.08 1.22 -0.85
C -0.47 0.64 0.45
C -0.87 1.22 1.64
N -0.73 -0.83 0.50
N 0.79 -1.10 -1.50
H -0.48 0.18 -2.70
H 1.10 0.74 -2.55
H -1.02 1.66 -1.34
H 0.67 2.17 -0.80
H -0.92 2.20 1.51
H -1.33 0.82 2.48
H 0.08 -1.42 0.31
H -1.25 -1.02 -0.43
H -1.24 -1.09 1.29
H 0.81 -1.67 -2.35
H 1.71 -0.95 -1.07
H 0.49 -0.88 3.22
H 1.61 -1.05 2.02
O 0.70 -1.03 2.17
*
```

Atom charges from the natural (NBO) analysis, given in e for atoms 1 to 6: -0.216 -0.515 0.168 -0.346 -0.696 -0.888

=====

# 5
Density functional theory data (wB97M-V/def2-TZVPD) for a 2-piece molecular cluster, C4H13N2O overall at a distorted geometry.

```
! RIJCOSX wB97M-V def2-TZVPD def2/J DEFGRID3
* xyz 1 1
C -1.56 0.08 1.35
C 0.65 -0.61 2.16
C 0.12 1.86 -1.92
C 0.38 0.65 0.13
N 0.19 -1.54 -1.73
N -0.09 0.08 1.19
O -0.42 1.12 -0.75
H -1.80 1.03 1.78
H -1.89 -0.09 0.36
H -1.71 -0.73 1.92
H 0.63 -1.68 2.04
H 1.66 -0.41 2.08
H 0.47 -0.45 3.21
H 0.61 2.72 -1.66
H -0.66 1.79 -2.63
H 0.99 1.33 -2.34
H 1.43 0.61 -0.02
H -0.51 -2.25 -1.50
H 0.93 -1.65 -1.13
H 0.58 -1.85 -2.55
*
```

Atom charges from the natural (NBO) analysis, given in e for atoms 1 to 6: -0.393 -0.438 -0.241 0.564 -1.074 -0.295

=====

# 6
Density functional theory data (wB97M-V/def2-TZVPD) for a 2-piece molecular cluster, C4H13N2O overall.

```
! RIJCOSX wB97M-V def2-TZVPD def2/J DEFGRID3
* xyz 1 1
C -1.41 -2.92 -0.78
C -1.36 -1.45 -0.44
N 0.04 -1.05 -0.01
H -2.41 -3.20 -1.09
H -0.71 -3.15 -1.59
H -1.12 -3.54 0.07
H -1.62 -0.82 -1.29
H -2.02 -1.19 0.38
H 0.31 -1.60 0.80
H 0.08 -0.03 0.24
H 0.68 -1.22 -0.78
C 2.03 2.22 -0.08
C 0.73 2.72 0.47
N -0.12 1.72 1.03
O 0.43 3.88 0.53
H 1.93 1.23 -0.54
H 2.76 2.12 0.73
H 2.40 2.90 -0.85
H 0.35 1.24 1.79
H -0.97 2.14 1.41
*
```

Atom charges from the natural (NBO) analysis, given in e for atoms 1 to 6: -0.638 -0.217 -0.701 0.263 0.223 0.224

=====

# 7
Density functional theory data (wB97M-V/def2-TZVPD) for a 2-piece molecular cluster, C4H13N2O overall at a distorted geometry.

```
! RIJCOSX wB97M-V def2-TZVPD def2/J DEFGRID3
* xyz 1 1
C -3.12 0.34 -0.08
O -3.67 -0.39 0.98
C -1.57 0.33 0.22
C -0.79 0.58 -0.98
C 0.22 -0.33 -1.48
N 1.43 0.28 -0.90
N 4.66 -0.84 1.68
H -3.33 -0.11 -1.05
H -3.45 1.39 -0.09
H -4.63 -0.43 0.89
H -1.32 -0.63 0.66
H -0.69 1.62 -1.28
H -1.37 1.15 0.92
H 0.08 -1.35 -1.14
H 0.27 -0.30 -2.57
H 5.16 -1.72 1.59
H 1.96 0.81 -1.58
H 1.21 0.92 -0.14
H 5.21 -0.28 2.32
H 3.74 -1.05 2.04
*
```

Atom charges from the natural (NBO) analysis, given in e for atoms 1 to 6: -0.007 -0.697 -0.565 0.348 -0.354 -0.652

=====

# 8
Density functional theory data (wB97M-V/def2-TZVPD) for a 2-piece molecular cluster, C4H13N2O overall at a distorted geometry.

```
! RIJCOSX wB97M-V def2-TZVPD def2/J DEFGRID3
* xyz 1 1
C -2.01 -1.47 0.83
C 1.85 -0.89 -0.63
C -1.85 -0.32 -0.14
C -0.46 -0.14 -0.61
N -0.13 0.88 -1.42
N 2.14 1.87 1.54
O 0.40 -0.98 -0.20
H -1.65 -2.38 0.25
H -1.42 -1.47 1.84
H -2.97 -1.65 1.41
H 2.20 -1.82 -0.17
H 2.18 0.08 -0.17
H 2.03 -0.86 -1.72
H -2.24 0.59 0.36
H -2.42 -0.35 -1.04
H 0.81 1.05 -1.72
H -0.72 1.70 -1.63
H 2.73 1.55 2.31
H 1.46 2.40 2.03
H 2.65 2.66 1.10
*
```

Atom charges from the natural (NBO) analysis, given in e for atoms 1 to 6: -0.650 -0.298 -0.514 0.760 -0.745 -1.090

=====

Energy relative to the best compared isomer or geometry (same formula, charge and spin) in kJ/mol, matching the order above: 232.5 276.5 183.5 433.6 291.5 102.6 438.1 199.2